Computed, not measured: a cluster of 4 separate species, C47H62Br2F3NO8 in total, with ωB97M-V/def2-TZVPD.

F_max, eV/Å: 2.33
HOMO-LUMO gap, eV: 8.3027
Molecular weight, g mol⁻¹: 985.8
Multiplicity: 1

Geometry as XYZ:
```
123
Properties=species:S:1:pos:R:3:forces:R:3
C 0.165 2.965 -4.781 0.1 0.1 0.0
C 0.632 1.493 -4.949 0.3 0.7 0.1
C 1.925 1.191 -4.141 0.1 -0.6 -0.2
C 1.830 0.096 -3.073 -0.3 0.8 -0.5
C 2.780 -0.902 -3.137 0.8 -0.7 -0.2
C 2.857 -1.935 -2.219 0.0 -0.2 -0.1
C 1.928 -1.944 -1.214 -0.1 -0.5 1.5
C 0.959 -0.959 -1.122 -0.8 0.3 0.5
C 0.871 0.081 -2.044 -0.2 0.1 -0.1
C -0.230 1.110 -1.870 0.1 0.4 -0.4
C -1.585 0.817 -2.587 -0.2 -0.2 0.1
C -1.992 -0.641 -2.737 -0.5 0.3 0.4
C -3.156 -1.051 -2.095 -0.4 0.5 0.3
C -3.634 -2.333 -2.205 -0.8 -0.8 0.0
C -2.978 -3.284 -2.973 0.2 0.1 0.0
C -1.813 -2.889 -3.594 0.5 -0.6 -0.5
C -1.337 -1.598 -3.492 0.7 0.6 -0.2
C 0.036 -1.083 0.085 0.9 -0.2 -0.3
O -1.147 -0.840 0.091 0.5 0.1 0.3
C 0.820 -1.497 1.332 -1.1 0.5 -0.9
C 0.552 -0.797 2.472 0.2 -0.4 0.1
C 1.338 -1.084 3.577 -0.6 0.9 0.5
C 1.029 -0.226 4.803 -0.7 0.2 -0.3
C 1.725 1.174 4.774 0.3 -1.1 -0.6
C 0.798 2.363 4.500 1.6 0.4 0.5
F -0.421 2.262 5.069 -0.1 -0.3 -0.3
Br 0.681 2.666 2.552 -0.5 -0.1 0.3
C 1.410 3.699 5.062 -1.5 0.4 -0.5
F 0.460 4.650 4.874 0.2 0.0 0.1
F 2.478 4.097 4.380 0.4 -0.3 0.5
Br 1.705 3.634 6.979 0.3 -0.1 -0.2
C 2.332 -2.049 3.538 0.2 -0.2 1.0
C 3.174 -2.151 4.805 1.5 -0.4 -0.6
C 4.623 -1.731 4.432 0.2 0.8 -0.1
O 4.848 -0.719 3.803 -0.4 -0.7 0.3
C 2.563 -2.834 2.377 -1.0 0.2 0.1
N 3.560 -3.843 2.284 0.0 -0.6 0.7
C 3.284 -5.004 1.401 -0.8 -1.5 -1.6
C 4.330 -5.399 0.346 -0.1 0.1 0.9
O 2.303 -5.694 1.502 0.9 1.1 0.7
C 3.906 -4.589 3.516 0.7 -0.3 1.3
C 5.404 -4.717 3.837 -0.4 -0.6 -1.1
O 3.110 -5.145 4.225 0.0 0.7 -0.7
C 1.780 -2.494 1.267 0.4 -0.7 -0.6
C 1.843 -3.038 -0.145 -0.1 0.3 -1.4
O 1.671 -4.165 -0.553 0.4 0.2 0.6
H -0.804 3.083 -4.281 0.1 -0.1 -0.2
H 0.130 3.490 -5.744 -0.1 -0.2 0.2
H 0.893 3.525 -4.178 -0.2 -0.1 -0.1
H 0.822 1.354 -6.021 0.1 -0.2 0.3
H -0.123 0.752 -4.681 0.0 0.3 -0.1
H 2.674 0.854 -4.871 0.0 0.1 0.3
H 2.362 2.082 -3.669 -0.3 0.0 -0.2
H 3.527 -0.925 -3.930 -0.2 0.3 0.0
H 3.612 -2.711 -2.299 -0.1 0.1 0.0
H -0.422 1.226 -0.798 0.0 -0.1 -0.3
H 0.108 2.103 -2.203 0.1 -0.3 0.0
H -2.367 1.315 -1.997 0.2 -0.2 -0.1
H -1.648 1.286 -3.574 0.3 0.0 0.2
H -3.720 -0.339 -1.493 0.2 -0.1 -0.1
H -4.567 -2.624 -1.723 0.2 0.2 0.1
H -3.340 -4.299 -3.102 -0.1 0.2 0.2
H -1.234 -3.594 -4.189 -0.2 0.1 0.1
H -0.420 -1.336 -4.018 -0.1 -0.1 0.1
H -0.211 -0.028 2.471 0.0 -0.2 0.1
H 1.201 -0.758 5.741 0.0 0.2 -0.2
H -0.059 -0.079 4.783 0.2 0.0 0.1
H 2.447 1.151 3.948 0.0 0.1 0.3
H 2.320 1.284 5.686 -0.4 0.4 0.0
H 3.148 -3.136 5.284 0.0 0.2 -0.2
H 2.910 -1.437 5.586 -0.2 0.0 -0.3
H 5.504 -2.314 4.774 -0.5 0.0 0.2
H 4.554 -6.454 0.556 0.2 0.3 -0.1
H 5.232 -4.783 0.380 -0.2 -0.1 -0.2
H 3.839 -5.397 -0.631 0.1 0.3 0.2
H 5.615 -5.795 3.845 0.0 0.2 0.1
H 5.630 -4.339 4.834 -0.1 0.0 -0.2
H 6.014 -4.273 3.045 0.0 0.2 0.4
C 0.598 5.268 -9.933 0.1 0.0 0.0
C 0.195 5.613 -8.509 0.0 0.0 -0.1
O 1.267 5.570 -7.584 0.0 -0.2 0.2
C 2.349 6.450 -7.835 0.0 0.1 -0.1
C 1.956 7.917 -7.852 -0.1 0.0 0.0
H 1.052 4.276 -9.970 0.0 0.0 0.0
H -0.275 5.280 -10.587 0.0 0.0 0.0
H 1.325 5.976 -10.335 -0.1 0.0 0.0
H -0.534 4.881 -8.160 0.1 0.0 0.1
H -0.302 6.588 -8.471 0.0 0.0 -0.1
H 2.856 6.171 -8.766 0.0 0.1 0.0
H 3.066 6.282 -7.031 -0.1 -0.1 0.0
H 1.242 8.141 -8.646 0.1 0.0 -0.1
H 2.836 8.542 -8.009 0.0 0.0 0.0
H 1.492 8.198 -6.905 0.0 0.0 0.0
C -8.084 0.898 -0.239 0.0 0.1 -0.1
C -6.620 0.806 0.158 -0.1 0.0 0.1
O -5.736 1.400 -0.776 0.2 -0.1 -0.1
C -5.916 2.783 -1.023 -0.1 0.1 0.0
C -5.758 3.653 0.212 0.0 -0.1 0.1
H -8.243 0.435 -1.214 0.0 0.0 0.0
H -8.708 0.391 0.498 0.0 0.0 0.0
H -8.424 1.933 -0.308 0.0 0.0 0.1
H -6.334 -0.244 0.219 0.1 0.0 -0.1
H -6.460 1.229 1.156 -0.1 0.0 0.0
H -6.886 2.958 -1.503 0.0 0.0 0.1
H -5.155 3.060 -1.754 0.0 -0.2 0.0
H -6.503 3.420 0.975 -0.1 0.1 0.0
H -5.868 4.705 -0.051 0.0 0.0 0.0
H -4.774 3.505 0.659 0.0 0.0 0.0
C -2.331 -4.249 5.664 -0.1 0.1 0.1
C -0.912 -3.736 5.840 0.0 -0.2 0.0
O -0.841 -2.427 6.388 0.2 0.2 -0.1
C -1.410 -2.249 7.672 -0.1 -0.1 0.1
C -0.778 -3.115 8.749 0.1 -0.1 -0.1
H -2.904 -3.572 5.027 0.0 0.0 0.0
H -2.319 -5.238 5.204 0.0 0.0 0.0
H -2.858 -4.329 6.615 0.0 -0.1 0.0
H -0.430 -3.681 4.863 0.1 0.1 0.0
H -0.317 -4.432 6.441 0.0 0.0 0.0
H -2.493 -2.405 7.632 0.0 -0.1 0.0
H -1.259 -1.198 7.926 0.0 0.0 -0.1
H -0.908 -4.179 8.547 -0.1 0.0 0.0
H -1.231 -2.901 9.719 0.0 0.0 0.0
H 0.294 -2.921 8.814 0.0 0.0 0.0
```
Positions in Å, forces in eV/Å.